Version P
Here is 2 unconnected molecules or ions with the total composition C4H11INO from the OMol25 dataset. Energies are from the ωB97M-V functional and the def2-TZVPD basis.

```
18
Properties=species:S:1:pos:R:3:lowdin_charge:R:1
I -3.03070 -0.03107 0.31348 1.09
O -0.60357 -0.27953 -1.27534 0.08
N -0.37047 -2.70723 -0.02412 0.10
C 1.23918 -0.88596 0.80092 -0.03
C -1.04458 -0.55488 -0.16010 -0.71
C -0.35867 2.71379 -0.40803 -0.06
C -0.14062 -1.41890 0.75686 -0.39
H -1.17819 -3.21658 0.32161 0.10
H 1.35416 0.17705 0.89857 0.09
H -1.21279 3.01111 -0.89481 -0.02
H 0.36888 -3.00441 -0.68070 0.12
H -1.06321 0.33620 -1.90888 0.18
H 0.07262 3.73082 -0.25274 0.05
H -0.72411 -1.36206 1.67006 0.12
H -0.62952 2.54640 0.65698 0.03
H 0.30140 1.96453 -0.99561 0.06
H 1.82865 -1.33900 -0.06716 0.13
H 1.73583 -1.19827 1.66418 0.07
```

Output
Multiplicity: 1
LUMO level in eV: -5.0
E_HOMO in eV: -13.93
Charge: +1

***

Version Q
Here is a gas-phase ion, C4H11INO (charge +1) from the OMol25 dataset. Energies are from the ωB97M-V functional and the def2-TZVPD basis.

```
18
Properties=species:S:1:pos:R:3:lowdin_charge:R:1
I 2.17881 -2.36605 -1.10076 0.85
O -0.23691 0.23271 -0.91061 -0.08
N 0.99718 1.64726 0.71829 0.23
C 2.16400 -0.23804 -0.70590 -0.52
C 0.71643 0.12998 -0.03121 -0.37
C -1.76330 -1.55850 -0.24463 -0.07
C -1.52616 -0.09069 -0.53034 -0.26
H 1.51571 1.45876 1.54032 0.12
H 2.26589 0.11221 -1.70788 0.03
H 3.02507 -0.04550 -0.11768 0.02
H 0.01536 1.95349 0.75093 0.15
H -1.13086 -2.07040 0.53274 0.08
H -2.74473 -1.59543 0.22326 0.09
H -2.10881 0.12699 -1.43895 0.15
H -1.44063 -2.09998 -1.16731 0.10
H -1.91437 0.51039 0.26549 0.12
H 1.65730 2.36711 0.29171 0.19
H 0.44992 -0.61238 0.83171 0.17
```

Output
Multiplicity: 1
LUMO level in eV: -3.7
E_HOMO in eV: -13.06
Structure (SMILES): CCO[C@H]([NH3+])CI
Charge: +1

***

In terms of stability, version Q leads; the second structure lies 23.0 kcal/mol higher.